(1)
Formula: C22H49F4N7O7P
Source: the Open Molecules 2025 dataset
Level of theory: ωB97M-V with the def2-TZVPD basis set

Summary:
E_LUMO: 2.3 eV
Kohn-Sham gap: 5.96 eV
HOMO level: -0.135 Ha

Geometry as ORCA input:
```
! wB97M-V def2-TZVPD RIJCOSX def2/J DEFGRID3
* xyz -1 1
C 3.816 1.021 0.485
C 2.349 0.667 0.674
F 2.328 -0.468 1.578
C 1.562 0.405 -0.597
P -0.047 1.067 -0.296
N -0.893 -0.105 0.668
O -0.888 0.800 -1.730
C 1.615 -0.993 -1.056
F 1.027 -2.010 -0.304
F 1.006 -1.166 -2.297
F 2.916 -1.481 -1.234
H 4.338 0.219 -0.041
H 3.852 1.932 -0.115
H 4.317 1.197 1.442
H 1.866 1.492 1.213
H -1.753 0.263 1.043
H -0.321 -0.517 1.390
H -1.182 1.674 -1.979
C 0.933 -1.068 4.271
C -0.201 -0.430 5.027
O -0.743 0.611 4.677
N -0.645 -1.065 6.149
C -0.185 -2.307 6.741
H 1.182 -0.500 3.378
H 1.817 -1.143 4.906
H 0.631 -2.063 3.946
H -1.406 -0.585 6.599
H -1.000 -3.031 6.765
H 0.157 -2.135 7.765
H 0.624 -2.734 6.160
C -1.107 -0.578 -4.557
C -1.574 -0.160 -5.927
O -0.876 0.454 -6.718
N -2.853 -0.500 -6.273
C -3.827 -1.215 -5.478
H -0.086 -0.244 -4.407
H -1.717 -0.136 -3.772
H -1.139 -1.664 -4.456
H -3.115 -0.199 -7.197
H -4.135 -2.139 -5.973
H -4.719 -0.607 -5.311
H -3.403 -1.467 -4.513
C 0.948 5.921 0.758
C 1.405 4.960 -0.314
O 2.099 3.994 -0.074
N 0.965 5.179 -1.592
C 0.119 6.246 -2.071
H 1.372 5.603 1.701
H 1.269 6.943 0.544
H -0.136 5.899 0.847
H 1.284 4.483 -2.246
H -0.804 5.853 -2.504
H 0.625 6.839 -2.839
H -0.144 6.905 -1.250
C 2.303 -1.710 -7.139
C 3.240 -2.848 -6.794
O 3.866 -3.450 -7.658
N 3.356 -3.174 -5.487
C 2.689 -2.569 -4.340
H 2.321 -1.575 -8.215
H 1.283 -1.930 -6.824
H 2.616 -0.785 -6.656
H 3.995 -3.934 -5.318
H 3.407 -2.157 -3.634
H 2.089 -3.314 -3.817
H 2.033 -1.770 -4.663
C -0.534 -5.735 2.484
C -1.194 -4.545 3.139
O -0.652 -3.918 4.035
N -2.414 -4.173 2.679
C -3.194 -4.769 1.616
H 0.430 -5.886 2.959
H -1.138 -6.635 2.605
H -0.379 -5.554 1.420
H -2.786 -3.359 3.143
H -3.367 -4.047 0.816
H -4.162 -5.110 1.988
H -2.668 -5.621 1.199
C -0.274 3.784 4.957
C -1.093 4.288 3.796
O -0.740 5.250 3.132
N -2.227 3.606 3.491
C -2.750 2.420 4.137
H 0.594 4.427 5.056
H -0.851 3.818 5.884
H 0.056 2.761 4.782
H -2.725 3.980 2.700
H -2.809 1.590 3.432
H -3.750 2.605 4.540
H -2.096 2.120 4.948
*
```

=====

(2)
Formula: C22H49GaN2OP3S
Source: the Open Molecules 2025 dataset
Level of theory: ωB97M-V with the def2-TZVPD basis set

Summary:
E_LUMO: -10.7 eV
ΔE to the lowest compared entry with this formula, charge and spin: 0.0 kJ/mol
Kohn-Sham gap: 5.50 eV
HOMO level: -0.594 Ha

Geometry as ORCA input:
```
! wB97M-V def2-TZVPD RIJCOSX def2/J DEFGRID3
* xyz 3 1
Ga -0.610 0.768 -0.921
P -2.154 -0.844 -1.877
P 1.478 -0.304 -1.637
P -2.113 1.419 1.055
H 3.880 3.364 -1.683
C 3.341 4.028 -0.996
C 3.198 3.765 0.312
H 3.614 2.860 0.777
C -2.732 -0.348 -3.530
C -1.481 -2.516 -2.161
C -3.672 -1.215 -0.938
C 2.989 0.570 -1.127
C 1.896 -2.039 -1.238
C 1.517 -0.264 -3.468
C -1.261 2.651 2.110
C -2.793 0.249 2.272
C -3.608 2.312 0.457
H 2.992 4.976 -1.420
H 2.802 4.518 1.007
H -3.448 -1.099 -3.892
H -1.879 -0.291 -4.220
H -3.222 0.634 -3.480
H -2.264 -3.137 -2.623
H -1.187 -2.976 -1.209
H -0.614 -2.493 -2.833
H -4.322 -1.835 -1.575
H -4.216 -0.303 -0.659
H -3.432 -1.781 -0.027
H 3.699 0.511 -1.964
H 3.423 0.054 -0.259
H 2.833 1.626 -0.874
H 2.550 -2.435 -2.028
H 1.001 -2.669 -1.171
H 2.435 -2.088 -0.282
H 2.509 -0.610 -3.793
H 1.357 0.761 -3.826
H 0.743 -0.916 -3.898
H -1.767 3.622 2.032
H -0.218 2.766 1.793
H -1.268 2.318 3.158
H -3.317 0.804 3.066
H -1.972 -0.331 2.706
H -3.494 -0.452 1.804
H -3.755 3.209 1.075
H -4.494 1.666 0.525
H -3.487 2.631 -0.588
C -0.549 4.791 -1.606
C -1.396 5.416 -2.543
C -1.362 6.793 -2.704
C -0.427 7.554 -1.986
C 0.452 6.932 -1.082
C 0.407 5.547 -0.901
S -0.973 3.180 -1.197
H 0.173 1.928 -1.681
H -2.089 4.781 -3.089
H -2.062 7.260 -3.392
H -0.381 8.629 -2.132
H 1.177 7.519 -0.522
H 1.110 5.026 -0.244
C -1.806 -3.555 1.802
N -0.371 -3.554 2.068
C 0.334 -4.804 1.815
C 0.281 -2.338 1.969
O -0.260 -1.343 1.438
N 1.536 -2.247 2.516
C 2.009 -3.188 3.519
C 2.147 -0.928 2.531
H -2.257 -4.393 2.350
H -2.030 -3.674 0.725
H -2.234 -2.605 2.148
H 1.287 -4.639 1.289
H 0.533 -5.342 2.755
H -0.291 -5.457 1.189
H 2.612 -3.990 3.071
H 2.652 -2.632 4.207
H 1.170 -3.625 4.077
H 2.271 -0.552 1.505
H 1.528 -0.221 3.108
H 3.121 -1.041 3.022
*
```

=====

(3)
Formula: C22H49GaNO31S7
Source: the Open Molecules 2025 dataset
Level of theory: ωB97M-V with the def2-TZVPD basis set

Summary:
E_LUMO: 1.2 eV
ΔE to the lowest compared entry with this formula, charge and spin: 612.2 kJ/mol
Kohn-Sham gap: 5.22 eV
HOMO level: -0.147 Ha

Geometry as ORCA input:
```
! wB97M-V def2-TZVPD RIJCOSX def2/J DEFGRID3
* xyz -1 1
C -10.373 -1.587 -1.423
C -9.203 -0.413 -1.311
O -8.746 -0.419 0.119
C -7.881 -0.756 -2.262
N -7.718 0.214 -3.411
C -6.300 0.279 -3.934
C -5.202 0.871 -2.864
O -3.895 1.216 -3.444
Ga -2.783 1.588 -1.902
C -2.806 3.668 -1.560
C -4.390 4.103 -1.631
C -4.729 5.579 -1.003
O -4.823 4.099 -3.046
H -9.903 -2.617 -1.085
H -10.828 -1.614 -2.506
H -11.181 -1.311 -0.593
H -9.632 0.664 -1.528
H -8.244 -1.302 0.206
H -6.971 -0.822 -1.530
H -8.032 -1.825 -2.737
H -8.127 1.154 -3.216
H -6.035 -0.776 -4.377
H -6.305 1.040 -4.854
H -5.724 1.731 -2.265
H -5.007 -0.001 -2.078
H -1.262 1.141 -2.109
H -3.427 0.909 -0.578
H -2.146 4.124 -2.441
H -2.319 3.900 -0.503
H -4.978 3.310 -0.960
H -4.618 6.440 -1.815
H -5.888 5.572 -0.726
H -4.148 5.821 -0.001
H -4.555 4.979 -3.477
C 2.182 0.242 1.718
C 2.619 0.431 0.268
O 1.442 0.218 -0.507
S 0.146 0.715 0.349
O -0.192 2.054 -0.081
O -0.814 -0.364 0.394
O 0.880 0.817 1.802
H 2.103 -0.820 1.971
H 2.861 0.732 2.421
H 3.406 -0.269 -0.025
H 2.960 1.457 0.089
C 3.964 5.259 -0.462
C 4.385 5.731 0.928
O 4.901 4.570 1.576
S 5.594 3.604 0.459
O 7.018 3.856 0.466
O 5.028 2.281 0.585
O 4.958 4.317 -0.862
H 3.000 4.743 -0.427
H 3.910 6.083 -1.178
H 3.552 6.151 1.495
H 5.192 6.469 0.865
C 5.215 -4.367 2.743
C 3.871 -4.040 3.388
O 4.127 -2.925 4.239
S 5.306 -2.013 3.578
O 4.685 -0.923 2.860
O 6.340 -1.817 4.567
O 5.832 -3.106 2.488
H 5.857 -4.927 3.431
H 5.101 -4.930 1.813
H 3.469 -4.879 3.961
H 3.138 -3.730 2.636
C 2.101 -4.067 8.658
C 3.518 -4.579 8.907
O 3.826 -5.391 7.777
S 3.064 -4.787 6.467
O 4.003 -3.965 5.738
O 2.304 -5.849 5.850
O 2.033 -3.802 7.258
H 1.358 -4.834 8.896
H 1.883 -3.161 9.229
H 3.595 -5.158 9.831
H 4.236 -3.752 8.935
C 8.266 -8.850 4.030
C 8.703 -8.661 2.580
O 7.526 -8.874 1.805
S 6.230 -8.377 2.661
O 5.891 -7.038 2.231
O 5.270 -9.456 2.705
O 6.963 -8.275 4.114
H 8.186 -9.912 4.282
H 8.945 -8.359 4.733
H 9.489 -9.360 2.287
H 9.043 -7.635 2.401
C 8.421 6.786 -1.973
C 8.228 7.659 -3.211
O 6.888 8.137 -3.125
S 6.487 8.312 -1.554
O 6.673 9.700 -1.193
O 5.257 7.593 -1.313
O 7.722 7.453 -0.924
H 7.967 5.800 -2.112
H 9.476 6.667 -1.713
H 8.381 7.104 -4.140
H 8.898 8.525 -3.190
C -9.452 -1.389 -6.841
C -10.108 -0.173 -6.192
O -11.021 0.324 -7.168
S -11.593 -0.928 -8.043
O -12.875 -1.312 -7.496
O -11.390 -0.636 -9.443
O -10.489 -2.033 -7.578
H -8.671 -1.086 -7.546
H -9.028 -2.073 -6.101
H -9.381 0.596 -5.917
H -10.684 -0.461 -5.306
*
```

=====

(4)
Formula: C22H49IrN2OP3Se
Source: the Open Molecules 2025 dataset
Level of theory: ωB97M-V with the def2-TZVPD basis set

Summary:
E_LUMO (alpha / beta): -9.0 / -11.8 eV
ΔE to the lowest compared entry with this formula, charge and spin: 479.0 kJ/mol
Kohn-Sham gap (alpha / beta): 5.79 / 2.96 eV
HOMO level (alpha / beta): -0.544 / -0.544 Ha
expectation value of S²: 6.052

Geometry as ORCA input:
```
! wB97M-V def2-TZVPD RIJCOSX def2/J DEFGRID3
* xyz 3 5
Ir -0.288 -1.822 -0.940
P -2.048 -1.385 1.709
P 1.177 -3.396 -0.929
P -2.175 -1.456 -1.887
H -0.069 1.604 -0.793
C -0.919 2.376 -0.843
C -1.633 2.851 0.226
H -1.159 2.807 1.213
C -1.502 -0.809 3.370
C -2.325 -3.168 1.980
C -3.585 -0.416 1.452
C 2.395 -2.884 -2.219
C 1.903 -3.387 0.765
C -0.040 -4.773 -1.168
C -3.193 0.016 -1.999
C -3.389 -2.660 -1.292
C -2.035 -1.993 -3.628
H -1.396 2.182 -1.846
H -2.714 3.055 0.242
H -1.065 0.199 3.239
H -0.742 -1.521 3.733
H -2.391 -0.791 4.022
H -1.320 -3.627 2.027
H -2.887 -3.604 1.144
H -2.843 -3.214 2.943
H -3.347 0.651 1.306
H -4.163 -0.540 2.373
H -4.218 -0.724 0.613
H 3.259 -3.559 -2.242
H 2.723 -1.847 -1.992
H 1.873 -2.884 -3.197
H 2.502 -4.293 0.901
H 1.060 -3.338 1.485
H 2.542 -2.488 0.886
H 0.483 -5.728 -1.250
H -0.618 -4.556 -2.091
H -0.721 -4.757 -0.294
H -3.952 -0.310 -2.720
H -2.670 0.887 -2.388
H -3.656 0.263 -1.041
H -4.090 -2.645 -2.129
H -3.884 -2.320 -0.379
H -2.941 -3.650 -1.175
H -3.065 -2.305 -3.840
H -1.328 -2.831 -3.686
H -1.731 -1.174 -4.296
C 0.804 1.783 -4.350
C 0.701 3.101 -3.814
C 1.141 4.216 -4.532
C 1.706 4.046 -5.800
C 1.917 2.750 -6.325
C 1.483 1.627 -5.593
Se 0.292 0.241 -3.434
H -0.760 -2.271 0.499
H 0.320 3.196 -2.792
H 1.057 5.207 -4.104
H 2.004 4.929 -6.400
H 2.419 2.600 -7.282
H 1.706 0.625 -5.940
C 3.648 0.264 2.589
N 3.124 1.339 3.394
C 4.059 2.036 4.255
C 1.873 1.792 3.031
O 1.244 1.279 2.096
N 1.367 2.855 3.783
C 1.463 2.792 5.239
C 0.191 3.519 3.260
H 4.611 -0.026 3.023
H 3.798 0.568 1.539
H 2.962 -0.596 2.588
H 3.925 3.125 4.209
H 3.971 1.712 5.302
H 5.072 1.793 3.924
H 2.268 3.444 5.614
H 0.508 3.156 5.659
H 1.639 1.767 5.600
H 0.362 3.821 2.232
H -0.692 2.874 3.290
H 0.004 4.401 3.876
*
```

=====

(5)
Formula: C22H49N2OP3STi
Source: the Open Molecules 2025 dataset
Level of theory: ωB97M-V with the def2-TZVPD basis set

Summary:
E_LUMO (alpha / beta): -10.8 / -11.3 eV
ΔE to the lowest compared entry with this formula, charge and spin: 50.7 kJ/mol
Kohn-Sham gap (alpha / beta): 3.43 / 2.94 eV
HOMO level (alpha / beta): -0.522 / -0.522 Ha
expectation value of S²: 0.758

Geometry as ORCA input:
```
! wB97M-V def2-TZVPD RIJCOSX def2/J DEFGRID3
* xyz 3 2
Ti 0.022 0.093 0.069
P -1.663 -0.838 -1.492
P -0.433 -1.804 1.848
P 0.859 1.905 -1.390
H 2.179 -1.604 0.614
C 2.117 -0.541 0.350
C 1.859 0.430 1.371
H 1.839 0.085 2.419
C -0.938 -2.088 -2.596
C -3.107 -1.635 -0.725
C -2.404 0.415 -2.582
C 0.656 -2.061 3.309
C -2.071 -1.882 2.672
C -0.283 -3.460 1.057
C 2.378 2.809 -0.937
C -0.315 3.248 -1.754
C 1.320 1.193 -3.016
H 2.667 -0.250 -0.554
H 2.264 1.447 1.251
H -1.733 -2.474 -3.245
H -0.513 -2.898 -1.991
H -0.143 -1.637 -3.201
H -3.813 -1.874 -1.534
H -3.576 -0.942 -0.014
H -2.812 -2.550 -0.198
H -3.182 -0.091 -3.174
H -1.645 0.853 -3.243
H -2.857 1.211 -1.972
H 0.457 -3.034 3.781
H 0.478 -1.272 4.052
H 1.713 -2.027 3.020
H -2.282 -2.883 3.072
H -2.864 -1.608 1.973
H -2.087 -1.166 3.500
H -0.286 -4.265 1.807
H 0.664 -3.493 0.503
H -1.107 -3.613 0.351
H 2.685 3.443 -1.780
H 3.186 2.110 -0.688
H 2.175 3.438 -0.060
H 0.123 3.933 -2.492
H -0.522 3.789 -0.823
H -1.257 2.845 -2.136
H 1.842 1.951 -3.617
H 0.437 0.830 -3.558
H 1.992 0.340 -2.839
C 2.025 -1.631 -5.993
C 2.447 -2.673 -6.851
C 3.839 -2.933 -6.906
C 4.750 -2.159 -6.174
C 4.297 -1.038 -5.458
C 2.941 -0.720 -5.467
O 0.764 -1.488 -5.422
H 0.108 -2.102 -5.796
H 1.745 -3.264 -7.432
H 4.217 -3.760 -7.524
H 5.807 -2.407 -6.167
H 4.971 -0.410 -4.891
H 2.538 0.153 -4.958
C -3.886 2.444 5.666
C -3.091 1.419 4.891
N -2.765 1.905 3.509
C -1.589 1.800 2.857
S -1.598 1.598 1.102
N -0.422 1.880 3.527
C -0.185 2.606 4.808
C 0.623 1.761 5.776
H -3.419 3.433 5.657
H -3.971 2.123 6.703
H -4.894 2.526 5.257
H -2.166 1.154 5.411
H -3.672 0.492 4.783
H -3.569 1.997 2.880
H 0.386 1.826 2.911
H 0.368 3.523 4.552
H -1.135 2.914 5.249
H 1.612 1.551 5.358
H 0.776 2.291 6.723
H 0.126 0.811 6.012
*
```